Entry i
The following is a DFT calculation (wB97M-V/def2-TZVPD) of the ion C6H13NO with charge +1.

Calculated values
**E_HOMO (spin up / spin down)**: -14.892 / -14.707 eV
**Charge**: +1
**Kohn-Sham gap (spin up / spin down)**: 11.276 / 6.455 eV
**2S+1**: 2

Each line ends with the natural charge from an NBO analysis.
Geometry (Å):
C1 -0.4569 -1.5245 0.0687  -0.290
N1 0.1484 -1.0812 1.2652  -0.159
C2 -0.4672 -0.1214 2.1393  -0.376
C3 0.5159 1.0636 2.4729  0.427
O1 0.1554 1.9404 3.1815  -0.393
C4 -0.7622 -0.3913 -0.9589  -0.394
C5 0.6287 1.4265 -2.0682  -0.597
C6 0.4119 -0.0955 -1.8914  -0.409
H1 -1.4243 -2.0264 0.2163  0.292
H2 0.1621 -2.2896 -0.4040  0.249
H3 0.6861 -1.8096 1.7331  0.419
H4 -0.7839 -0.5915 3.0682  0.289
H5 -1.2767 0.3146 1.5844  0.259
H6 1.5556 1.0171 2.1054  0.159
H7 -1.6961 -0.6557 -1.4489  0.246
H8 -0.9449 0.5322 -0.4066  0.205
H9 1.1083 1.7742 -1.1546  0.195
H10 -0.3457 1.9033 -2.1423  0.211
H11 1.1996 1.6840 -2.9540  0.240
H12 1.3247 -0.5577 -1.5157  0.197
H13 0.2614 -0.5115 -2.8904  0.230

Entry ii
The following is a DFT calculation (wB97M-V/def2-TZVPD) of the ion C6H13NO with charge +1.

Calculated values
**E_HOMO (spin up / spin down)**: -15.600 / -15.470 eV
**Charge**: +1
**Kohn-Sham gap (spin up / spin down)**: 12.231 / 6.841 eV
**2S+1**: 2

Each line ends with the natural charge from an NBO analysis.
Geometry (Å):
C1 1.3849 1.5634 0.6888  -0.508
C2 1.9533 2.4608 -0.4298  -0.609
C3 0.1321 0.8919 0.1625  0.648
N1 0.3482 -0.5081 -0.0125  -0.188
C4 -1.4528 -1.3350 -1.3139  -0.604
C5 -0.6192 -1.5782 -0.0509  -0.093
C6 -1.5316 -1.7190 1.2099  -0.591
O1 -0.9184 1.3578 -0.1764  -0.395
H1 1.0324 2.1950 1.4994  0.271
H2 2.1450 0.8584 1.0175  0.230
H3 2.5706 3.1868 0.0983  0.248
H4 2.6164 1.9881 -1.1778  0.228
H5 1.1786 2.8806 -1.0634  0.236
H6 1.2930 -0.8734 0.0349  0.425
H7 -2.1033 -2.1620 -1.6243  0.264
H8 -2.1625 -0.5289 -1.1291  0.248
H9 -0.7460 -1.0752 -2.1029  0.225
H10 -0.0314 -2.4908 -0.1997  0.236
H11 -2.5296 -1.8531 0.8069  0.252
H12 -1.3342 -0.8205 1.7963  0.224
H13 -1.2254 -2.4387 1.9664  0.254

It is entry ii that is most stable; the runner-up trails by 0.0115 hartree.

Entry i
The following is a DFT calculation (wB97M-V/def2-TZVPD) of a cluster of 4 separate species, C5H17NO2 in total.

Calculated values
**E_HOMO (spin up / spin down)**: -3.725 / -3.952 eV
**Charge**: -1
**Kohn-Sham gap (spin up / spin down)**: 7.749 / 7.723 eV
**2S+1**: 2

Each line ends with the natural charge from an NBO analysis.
Geometry (Å):
C1 -1.2277 -1.0015 -1.5231  -0.383
C2 -0.3904 -0.2662 -2.5372  -0.633
C3 -0.7735 -0.8481 -0.0906  -0.267
N1 0.6303 -1.3007 0.0405  -0.638
C4 1.1636 -0.7878 1.3274  -0.257
C5 2.6653 -0.5913 1.2369  -0.604
H1 -1.1655 -2.0794 -1.7909  0.152
H2 -2.3012 -0.8044 -1.5749  0.199
H3 -0.6263 0.8125 -2.4404  0.239
H4 0.6918 -0.3448 -2.4459  0.218
H5 -0.7328 -0.4730 -3.5552  0.180
H6 -0.8379 0.2226 0.0890  0.288
H7 -1.3902 -1.4569 0.5745  0.148
H8 0.6615 -2.3149 0.0873  0.333
H9 1.0289 -1.5072 2.1604  0.143
H10 0.6168 0.1293 1.5919  0.266
H11 3.1599 -1.4743 0.8106  0.185
H12 3.1716 -0.5195 2.2194  0.182
H13 3.0121 0.3049 0.7120  0.212
H14 -0.9492 2.1544 0.9342  0.522
H15 -1.6576 2.0948 2.4287  0.442
O1 -0.9719 1.6860 1.8856  -1.066
H16 -0.1781 2.2481 -1.0027  0.422
H17 0.8164 1.3212 0.0735  -0.101
O2 -1.0220 2.3212 -0.5645  -1.182

Entry ii
The following is a DFT calculation (wB97M-V/def2-TZVPD) of a cluster of 3 separate species, C5H17NO2 in total.

Calculated values
**E_HOMO (spin up / spin down)**: 0.791 / -4.798 eV
**Charge**: -1
**Kohn-Sham gap (spin up / spin down)**: 2.833 / 8.231 eV
**2S+1**: 2

Each line ends with the natural charge from an NBO analysis.
Geometry (Å):
C1 0.8768 1.2447 1.9164  -0.512
N1 0.7410 0.9883 0.5164  -0.481
C2 -0.4164 1.6670 -0.0753  -0.424
C3 0.4678 -1.3938 -0.1320  -0.810
C4 1.2991 -0.1040 -0.2156  -0.053
C5 1.5340 0.2573 -1.6926  -0.617
H1 1.7908 0.7803 2.2998  0.193
H2 0.9796 2.3329 2.0600  0.168
H3 0.0223 0.8607 2.5134  0.142
H4 -0.7905 1.0273 -0.8596  0.173
H5 -0.1821 2.6513 -0.5184  0.170
H6 -1.1435 1.7531 0.7344  0.196
H7 0.3759 -2.0922 -0.9749  0.204
H8 -0.5666 -1.1067 0.1241  0.214
H9 0.7577 -2.0432 0.7016  0.200
H10 2.3026 -0.3249 0.1627  0.188
H11 2.1694 -0.4573 -2.2247  0.207
H12 0.6704 0.3085 -2.3629  0.192
H13 1.9551 1.2654 -1.8421  0.201
H14 -2.0304 -2.9454 1.6585  0.355
H15 -1.8327 -1.4813 1.8386  0.358
O1 -2.4359 -2.0945 1.3595  -1.246
H16 -1.4584 -0.1418 -1.7695  0.456
H17 -2.7233 -0.6492 -1.1832  0.482
O2 -2.3625 -0.3024 -2.0346  -0.956

It is entry ii that is most stable; the runner-up trails by 0.0348 hartree.

Entry i
The following is a DFT calculation (wB97M-V/def2-TZVPD) of a cluster of 2 separate species, C9H14 in total.

Calculated values
**E_HOMO (spin up / spin down)**: -14.710 / -14.709 eV
**Charge**: +1
**Kohn-Sham gap (spin up / spin down)**: 10.341 / 6.409 eV
**2S+1**: 2

Each line ends with the natural charge from an NBO analysis.
Geometry (Å):
C1 0.4954 -0.6140 -2.9931  -0.604
C2 1.2762 -1.7709 -3.6203  -0.602
H1 0.3315 0.1898 -3.7096  0.216
H2 -0.4694 -0.9943 -2.6492  0.181
H3 1.0368 -0.1911 -2.1446  0.184
H4 1.4605 -2.5336 -2.8643  0.199
H5 2.2160 -1.4023 -4.0277  0.214
H6 0.7234 -2.2316 -4.4368  0.216
C3 -0.4845 2.7025 0.4701  -0.690
C4 -0.8723 0.2237 0.1028  -0.171
C5 -0.3974 1.2980 0.9155  0.256
C6 -0.7313 -1.0621 0.5248  -0.176
C7 -0.1680 -1.3436 1.7981  0.045
C8 0.1602 0.9900 2.1963  -0.144
C9 0.2841 -0.3045 2.6205  -0.199
H7 -1.3132 0.4213 -0.8646  0.255
H8 -1.0917 -1.8512 -0.1210  0.256
H9 -0.2301 2.7277 -0.5944  0.265
H10 0.2543 3.3181 0.9824  0.254
H11 -0.1196 -2.3808 2.1049  0.245
H12 0.5152 1.7857 2.8327  0.248
H13 0.6989 -0.5400 3.5912  0.258
H14 -1.4747 3.1366 0.6286  0.293

Entry ii
The following is a DFT calculation (wB97M-V/def2-TZVPD) of a cluster of 2 separate species, C9H14 in total.

Calculated values
**E_HOMO (spin up / spin down)**: -14.636 / -14.651 eV
**Charge**: +1
**Kohn-Sham gap (spin up / spin down)**: 10.243 / 6.432 eV
**2S+1**: 2

Each line ends with the natural charge from an NBO analysis.
Geometry (Å):
C1 -2.2245 2.0904 -2.2612  -0.613
C2 -0.8985 2.1069 -1.4585  -0.604
H1 -2.7458 1.1452 -2.1346  0.198
H2 -2.8473 2.8612 -1.8119  0.219
H3 -2.0219 2.3169 -3.3006  0.219
H4 -0.7003 3.0179 -0.8988  0.220
H5 -0.0428 1.8753 -2.0916  0.198
H6 -0.8856 1.3166 -0.6931  0.168
C3 2.2624 -0.5335 2.4878  -0.700
C4 1.6725 -0.9211 0.0913  -0.179
C5 1.2991 -0.9542 1.4664  0.250
C6 0.7224 -1.1474 -0.8521  -0.165
C7 -0.0209 -1.3722 1.8362  -0.135
C8 -0.5813 -1.5830 -0.4801  0.040
C9 -0.9330 -1.7000 0.8724  -0.205
H7 2.7114 -0.7543 -0.1411  0.251
H8 1.0302 -1.0470 -1.8806  0.258
H9 1.8475 -0.2629 3.4591  0.260
H10 2.8843 0.2981 2.1770  0.269
H11 -0.2345 -1.4907 2.8875  0.247
H12 -1.3232 -1.8705 -1.2144  0.249
H13 -1.9045 -2.0228 1.2225  0.259
H14 2.9343 -1.3689 2.7185  0.295

Entry iii
The following is a DFT calculation (wB97M-V/def2-TZVPD) of a cluster of 2 separate species, C9H14 in total.

Calculated values
**E_HOMO (spin up / spin down)**: -14.516 / -14.515 eV
**Charge**: +1
**Kohn-Sham gap (spin up / spin down)**: 9.949 / 6.150 eV
**2S+1**: 2

Each line ends with the natural charge from an NBO analysis.
Geometry (Å):
C1 -2.2676 -0.2565 -0.3419  -0.682
C2 0.4659 -2.9200 -0.6434  -0.244
C3 1.4741 -2.3706 0.1033  -0.043
C4 -0.7672 -2.2639 -0.7232  0.000
C5 -0.9995 -0.9748 -0.0759  0.190
C6 1.2658 -1.0974 0.7202  -0.009
C7 0.0437 -0.4139 0.6064  -0.274
H1 0.5870 -3.8373 -1.2023  0.260
H2 2.3545 -2.9431 0.3313  0.251
H3 -1.5803 -2.6421 -1.3154  0.238
H4 1.9943 -0.6506 1.3917  0.248
H5 -2.4316 0.6192 0.2847  0.258
H6 -3.1457 -0.8784 -0.2231  0.263
H7 0.0728 0.5480 1.0883  0.260
H8 -2.2697 0.0586 -1.3984  0.280
C8 0.6457 4.6431 0.3369  -0.605
C9 0.3387 3.1818 0.0347  -0.601
H9 0.2524 5.2696 -0.4693  0.214
H10 0.1519 4.9959 1.2380  0.211
H11 1.7226 4.7453 0.4459  0.212
H12 0.7696 2.5279 0.7925  0.174
H13 -0.7245 2.9315 0.0669  0.192
H14 0.7912 2.9060 -0.9241  0.207

It is entry i that is most stable; the runner-up trails by 0.0071 hartree.